# 1
Entry from the Open Molecules 2025 dataset: the molecule C4H7Cl2P (ωB97M-V with the def2-TZVPD basis set).

Geometry as XYZ:
```
14
Properties=species:S:1:pos:R:3:lowdin_charge:R:1
Cl 1.406 1.693 -0.609 0.625
C -0.030 1.082 0.338 -0.728
C 0.444 -0.159 1.066 -0.343
C 0.553 -1.266 0.056 -0.455
P -0.653 -1.041 -1.387 0.879
C -1.001 0.719 -0.723 -0.625
Cl -2.846 0.276 0.302 0.230
H -0.183 1.890 0.953 0.063
H -0.199 -0.612 1.938 0.147
H 1.419 -0.095 1.474 0.081
H 1.631 -1.157 -0.419 0.095
H 0.390 -2.273 0.610 0.098
H 0.322 -0.544 -2.218 -0.100
H -1.252 1.489 -1.382 0.034
```

The value obtained for the total energy is -38593.8392 eV. The energy above the lowest of the compared OMol25 structures with the same formula, charge and spin comes out at 36.97 kcal per mole. The value obtained for the gap between HOMO and LUMO is 9.726 eV.


# 2
Entry from the Open Molecules 2025 dataset: a structure of composition C16H24INO6Pb (ωB97M-V with the def2-TZVPD basis set).

Geometry as XYZ:
```
49
Properties=species:S:1:pos:R:3:lowdin_charge:R:1
Pb -0.152 0.485 -0.760 1.720
O -1.559 3.186 3.186 0.127
C -1.512 2.456 2.062 -0.508
O -1.017 2.849 1.038 0.076
C -2.116 1.081 2.272 -0.125
O -2.285 0.394 1.069 -0.222
C -3.507 0.729 0.391 -0.099
C -3.481 0.068 -0.998 -0.677
O -4.391 -0.719 -1.266 0.010
O -2.480 0.380 -1.716 -0.208
H -1.122 4.031 3.000 0.137
H -1.419 0.519 2.900 0.146
H -3.050 1.183 2.833 0.145
H -4.352 0.351 0.970 0.130
H -3.585 1.816 0.275 0.136
C 1.946 -0.682 0.361 -0.337
C 2.241 -0.654 -1.023 -0.346
C 2.457 0.704 -1.398 -0.350
C 2.306 1.512 -0.244 -0.347
C 1.976 0.664 0.843 -0.332
C 1.849 1.078 2.279 -0.037
C 2.544 2.991 -0.183 -0.039
C 2.952 1.182 -2.730 -0.041
C 2.418 -1.857 -1.898 -0.034
C 1.790 -1.916 1.196 -0.034
H 2.819 1.056 2.782 0.090
H 1.186 0.413 2.835 0.067
H 1.460 2.093 2.377 0.063
H 3.613 3.218 -0.219 0.086
H 2.151 3.422 0.738 0.066
H 2.073 3.521 -1.013 0.077
H 4.046 1.188 -2.754 0.088
H 2.619 2.197 -2.948 0.073
H 2.616 0.543 -3.547 0.070
H 3.438 -2.245 -1.829 0.088
H 2.229 -1.627 -2.947 0.072
H 1.738 -2.660 -1.608 0.070
H 2.768 -2.308 1.488 0.090
H 1.257 -2.700 0.659 0.056
H 1.231 -1.719 2.111 0.073
N -2.307 -2.550 -2.337 0.195
C -1.901 -2.599 -1.056 -0.669
O -0.840 -2.113 -0.667 -0.110
C -2.828 -3.298 -0.095 -0.567
I -1.852 -4.958 0.812 0.812
H -1.844 -1.848 -2.896 0.115
H -3.306 -2.580 -2.486 0.107
H -3.730 -3.669 -0.567 0.049
H -3.083 -2.609 0.705 0.052
```

The value obtained for the total energy is -44106.5214 eV. The energy above the lowest of the compared OMol25 structures with the same formula, charge and spin comes out at 2.80 kcal per mole. The value obtained for the gap between HOMO and LUMO is 8.167 eV.


# 3
Entry from the Open Molecules 2025 dataset: the molecule C8H10 (ωB97M-V with the def2-TZVPD basis set).

Geometry as XYZ:
```
18
Properties=species:S:1:pos:R:3:lowdin_charge:R:1
C 2.596 0.438 0.062 -0.074
C 1.566 -0.751 -0.067 -0.138
C 0.057 -0.300 0.004 -0.174
C -0.907 -1.402 -0.005 -0.027
C -2.223 -0.995 0.008 -0.117
C -2.620 0.344 0.023 -0.140
C -1.696 1.346 -0.038 -0.099
C -0.299 1.000 -0.045 -0.065
H 2.546 1.071 1.054 0.134
H 2.466 1.011 -0.856 0.078
H 3.455 0.168 -0.018 -0.055
H 1.846 -1.351 -0.884 0.104
H 1.984 -1.225 0.599 0.003
H -0.499 -2.293 0.199 0.066
H -2.812 -1.973 -0.017 0.124
H -3.794 0.646 0.113 0.150
H -2.074 2.429 -0.076 0.125
H 0.407 1.837 -0.057 0.104
```

The value obtained for the total energy is -8454.8373 eV. The energy above the lowest of the compared OMol25 structures with the same formula, charge and spin comes out at 79.15 kcal per mole. The value obtained for the gap between HOMO and LUMO is 10.211 eV.


# 4
Entry from the Open Molecules 2025 dataset: a cluster of 11 separate species, C46H56F18N4O12 in total (ωB97M-V with the def2-TZVPD basis set).

Geometry as XYZ:
```
136
Properties=species:S:1:pos:R:3:lowdin_charge:R:1
C 3.808 -3.236 -8.598 -0.048
C 2.373 -2.905 -8.918 -0.171
O 1.861 -2.055 -7.855 0.033
C 0.915 -2.463 -7.053 -0.410
O 0.128 -3.344 -7.264 0.160
C 0.912 -1.762 -5.696 -0.535
F 1.117 -2.728 -4.777 0.143
F 1.884 -0.869 -5.513 0.169
F -0.215 -1.095 -5.432 0.167
H 3.980 -4.285 -8.831 0.081
H 4.015 -3.088 -7.540 0.087
H 4.474 -2.571 -9.148 0.080
H 1.784 -3.820 -8.981 0.118
H 2.160 -2.309 -9.804 0.130
C 2.200 0.105 2.230 -0.044
C 3.470 0.033 3.082 -0.181
O 4.521 0.634 2.343 0.039
C 5.545 1.157 2.970 -0.388
O 5.734 1.096 4.153 0.159
C 6.459 2.060 2.074 -0.555
F 6.436 3.326 2.457 0.187
F 7.707 1.611 2.185 0.176
F 5.981 2.000 0.833 0.163
H 2.505 0.069 1.184 0.073
H 1.721 1.061 2.420 0.068
H 1.484 -0.693 2.414 0.053
H 3.671 -0.955 3.500 0.131
H 3.328 0.614 3.998 0.120
C -1.894 1.850 0.560 -0.029
C -0.836 0.913 1.154 -0.207
O -0.193 0.134 0.161 0.039
C -0.826 -0.908 -0.307 -0.399
O -1.796 -1.403 0.149 0.147
C -0.088 -1.521 -1.540 -0.521
F -0.249 -2.836 -1.555 0.173
F -0.666 -0.981 -2.628 0.163
F 1.192 -1.146 -1.538 0.166
H -2.123 2.579 1.345 0.070
H -2.828 1.383 0.253 0.076
H -1.522 2.525 -0.212 0.079
H -1.199 0.319 1.996 0.111
H -0.163 1.583 1.687 0.100
C -3.619 -1.093 5.891 -0.042
C -2.449 -0.494 5.086 -0.199
O -1.501 -0.065 6.069 0.012
C -0.313 0.420 5.681 -0.375
O 0.063 0.534 4.552 0.151
C 0.523 0.942 6.881 -0.567
F 0.059 0.441 8.017 0.183
F 1.797 0.597 6.717 0.176
F 0.483 2.269 6.854 0.178
H -4.206 -0.326 6.396 0.079
H -3.245 -1.749 6.677 0.082
H -4.274 -1.639 5.215 0.056
H -2.812 0.382 4.545 0.119
H -2.098 -1.241 4.375 0.108
C -0.885 9.910 -2.683 -0.057
C -0.573 8.717 -1.780 -0.197
O -1.615 7.759 -1.910 0.043
C -1.571 6.570 -1.375 -0.406
O -0.644 6.130 -0.751 0.163
C -2.735 5.644 -1.673 -0.542
F -2.286 4.493 -2.238 0.139
F -3.391 5.225 -0.599 0.178
F -3.587 6.200 -2.533 0.172
H -1.231 9.517 -3.639 0.084
H 0.049 10.425 -2.912 0.079
H -1.568 10.614 -2.218 0.077
H -0.502 9.062 -0.749 0.132
H 0.385 8.313 -2.105 0.129
C -1.744 -4.460 -4.228 -0.043
C -3.211 -4.641 -3.807 -0.179
O -3.764 -3.394 -3.399 0.039
C -3.705 -2.923 -2.181 -0.381
O -3.241 -3.541 -1.255 0.143
C -4.466 -1.601 -1.977 -0.514
F -5.284 -1.785 -0.934 0.174
F -3.616 -0.590 -1.714 0.156
F -5.191 -1.240 -3.045 0.170
H -1.687 -3.614 -4.910 0.072
H -1.331 -5.324 -4.751 0.086
H -1.066 -4.326 -3.384 0.062
H -3.515 -5.509 -3.226 0.129
H -3.748 -4.808 -4.745 0.123
C 1.048 -3.595 2.161 -0.096
C -0.215 -3.024 2.484 -0.104
C -1.123 -4.061 2.649 -0.124
N -0.470 -5.220 2.402 0.016
C 0.849 -4.972 2.168 -0.148
H 1.950 -3.008 2.128 0.090
H -0.467 -2.007 2.743 0.071
H -2.143 -4.161 2.987 0.106
H -0.815 -6.151 2.551 0.150
H 1.598 -5.744 2.115 0.095
C 4.048 -4.194 -2.090 -0.105
C 4.299 -5.020 -0.976 -0.121
C 3.175 -5.045 -0.204 -0.140
N 2.187 -4.268 -0.802 0.044
C 2.756 -3.772 -1.958 -0.152
H 4.725 -4.039 -2.912 0.091
H 5.146 -5.642 -0.729 0.092
H 2.980 -5.439 0.778 0.072
H 1.232 -4.174 -0.520 0.105
H 2.220 -3.227 -2.717 0.082
C -5.686 -1.968 2.821 -0.139
C -5.975 -3.245 2.326 -0.102
C -4.857 -3.632 1.586 -0.138
N -3.989 -2.584 1.603 0.006
C -4.483 -1.535 2.315 -0.135
H -6.303 -1.410 3.512 0.092
H -6.881 -3.820 2.417 0.087
H -4.789 -4.481 0.929 0.105
H -3.282 -2.496 0.887 0.082
H -3.867 -0.681 2.533 0.100
C -1.398 3.589 4.198 -0.119
C -1.207 4.958 3.926 -0.087
C -1.910 5.628 4.920 -0.126
N -2.265 4.703 5.861 0.000
C -1.922 3.433 5.468 -0.125
H -1.054 2.824 3.517 0.069
H -0.779 5.371 3.028 0.091
H -2.099 6.674 5.087 0.103
H -2.659 4.834 6.775 0.145
H -2.086 2.570 6.087 0.101
C 2.672 1.919 -1.352 -0.090
C 3.915 1.305 -1.413 -0.097
C 5.017 1.904 -2.046 -0.092
C 4.839 3.154 -2.616 -0.103
C 3.583 3.731 -2.625 -0.102
C 2.512 3.160 -1.942 -0.084
H 1.855 1.269 -1.062 0.080
H 4.066 0.365 -0.896 0.099
H 5.994 1.445 -1.991 0.100
H 5.669 3.701 -3.046 0.100
H 3.426 4.637 -3.199 0.097
H 1.511 3.557 -2.060 0.098
```

The value obtained for the total energy is -128054.7145 eV. The energy above the lowest of the compared OMol25 structures with the same formula, charge and spin comes out at 0.00 kcal per mole. The value obtained for the gap between HOMO and LUMO is 8.594 eV.


# 5
Entry from the Open Molecules 2025 dataset: a cluster of 3 separate species, C3H14N2O2 in total (ωB97M-V with the def2-TZVPD basis set).

Geometry as XYZ:
```
21
Properties=species:S:1:pos:R:3:lowdin_charge:R:1
N -1.019 -0.740 -2.708 -0.017
C -1.078 0.677 -2.253 -0.298
C -0.457 0.860 -0.875 -0.236
C -0.556 2.297 -0.409 -0.298
N 0.127 2.529 0.867 -0.012
H -0.574 -0.736 -3.618 0.054
H -0.323 -1.189 -2.118 0.050
H -2.071 1.099 -2.385 0.102
H -0.412 1.243 -2.908 0.102
H -0.794 0.126 -0.147 0.112
H 0.586 0.576 -1.008 0.108
H -1.617 2.555 -0.342 0.110
H -0.087 2.934 -1.154 0.111
H 0.624 3.406 0.894 0.054
H -0.507 2.578 1.652 0.059
O -2.713 -2.430 4.833 -0.066
H -2.401 -1.980 5.630 0.034
H -3.500 -2.879 5.164 0.032
O 5.706 -3.456 -0.010 -0.059
H 4.814 -3.457 0.343 0.030
H 6.253 -4.010 0.551 0.030
```

The value obtained for the total energy is -10412.6625 eV. The energy above the lowest of the compared OMol25 structures with the same formula, charge and spin comes out at 26.03 kcal per mole. The value obtained for the gap between HOMO and LUMO is 10.135 eV.


# 6
Entry from the Open Molecules 2025 dataset: a cluster of 2 separate species, C3H9FO2Si in total (ωB97M-V with the def2-TZVPD basis set).

Geometry as XYZ:
```
16
Properties=species:S:1:pos:R:3:lowdin_charge:R:1
C 1.325 1.371 -0.851 -0.215
Si 2.142 0.062 0.015 0.573
F 3.143 0.342 1.228 -0.106
O 2.182 -1.578 -0.094 -0.266
C 1.058 -2.383 -0.422 -0.138
H 1.722 2.374 -0.488 0.016
H 0.408 1.378 -1.496 0.011
H 1.390 -3.498 -0.134 0.134
H 0.763 -2.241 -1.470 0.082
H 0.222 -2.048 0.268 0.087
C -2.085 0.653 0.515 -0.147
O -0.969 1.381 0.989 -0.155
H -1.712 -0.214 -0.006 0.068
H -2.673 1.192 -0.140 0.053
H -2.678 0.438 1.304 0.046
H -0.190 1.403 0.403 -0.041
```

The value obtained for the total energy is -17946.5104 eV. The energy above the lowest of the compared OMol25 structures with the same formula, charge and spin comes out at 76.57 kcal per mole. The value obtained for the gap between HOMO and LUMO is 8.942 eV.


# 7
Entry from the Open Molecules 2025 dataset: a cluster of 2 separate species, C6H16 in total (ωB97M-V with the def2-TZVPD basis set).

Geometry as XYZ:
```
22
Properties=species:S:1:pos:R:3:lowdin_charge:R:1
C 2.585 0.721 -0.263 -0.088
C 1.281 0.319 0.457 -0.484
C 0.923 -1.132 0.152 -0.123
C 1.434 0.472 1.970 -0.089
H 2.403 0.519 -1.322 0.075
H 3.467 0.146 0.021 0.077
H 2.761 1.763 -0.003 0.073
H 0.519 0.945 -0.005 0.107
H 0.650 -1.266 -0.902 0.074
H 1.765 -1.831 0.198 0.078
H 0.138 -1.572 0.768 0.074
H 2.014 1.349 2.265 0.070
H 0.465 0.682 2.448 0.075
H 1.786 -0.422 2.477 0.075
C -2.193 0.371 -0.845 -0.164
C -3.356 -0.576 -1.159 -0.160
H -1.759 0.733 -1.786 0.070
H -2.508 1.306 -0.387 0.063
H -1.397 -0.079 -0.263 0.022
H -4.261 -0.005 -1.370 0.061
H -3.204 -1.133 -2.079 0.055
H -3.510 -1.312 -0.374 0.060
```

The value obtained for the total energy is -6481.2086 eV. The energy above the lowest of the compared OMol25 structures with the same formula, charge and spin comes out at 10.36 kcal per mole. The value obtained for the gap between HOMO and LUMO is 12.156 eV.


# 8
Entry from the Open Molecules 2025 dataset: a structure of composition C4H8NO3PS2 (ωB97M-V with the def2-TZVPD basis set).

Geometry as XYZ:
```
19
Properties=species:S:1:pos:R:3:lowdin_charge:R:1
C -1.080 -1.025 -0.507 -1.055
C -2.895 -2.457 0.177 -0.613
C 0.995 0.134 1.887 -0.111
C 2.175 1.752 -1.618 -0.102
N -0.022 -0.364 -0.860 -0.059
O -1.241 1.863 0.235 -0.292
O 1.159 1.115 0.904 -0.253
O 0.808 2.063 -1.386 -0.211
P 0.042 1.300 -0.244 0.450
S -1.377 -2.681 -0.957 0.861
S -2.488 -0.674 0.516 0.872
H -3.795 -2.511 -0.431 0.034
H -2.756 -3.013 1.045 0.001
H 1.988 -0.374 1.996 0.115
H 0.179 -0.537 1.698 0.049
H 0.790 0.605 2.792 0.067
H 2.201 1.183 -2.561 0.094
H 2.454 1.042 -0.883 0.058
H 2.861 2.581 -1.802 0.096
```

The value obtained for the total energy is -42870.7706 eV. The energy above the lowest of the compared OMol25 structures with the same formula, charge and spin comes out at 0.00 kcal per mole. The value obtained for the gap between HOMO and LUMO is 9.642 eV.


# 9
Entry from the Open Molecules 2025 dataset: a cluster of 5 separate species, C9H15F2N3O12 in total (ωB97M-V with the def2-TZVPD basis set).

Geometry as XYZ:
```
41
Properties=species:S:1:pos:R:3:lowdin_charge:R:1
O -2.378 -3.180 -4.022 0.096
C -1.763 -3.995 -4.771 -0.455
O -1.535 -3.832 -6.064 0.092
C -0.859 -4.964 -6.583 -0.048
C -0.558 -5.803 -5.377 -0.354
F 0.788 -5.784 -5.180 0.065
O -1.189 -5.183 -4.326 0.138
H -1.540 -5.537 -7.213 0.146
H 0.116 -4.650 -6.957 0.150
H -0.892 -6.838 -5.462 0.170
O 4.154 4.242 6.262 0.127
C 2.989 4.105 6.653 -0.564
O 2.600 3.010 7.310 0.051
C 1.322 3.179 7.927 -0.023
C 0.781 4.195 6.917 -0.312
F -0.076 5.078 7.436 0.091
O 1.930 4.799 6.336 0.169
H 0.849 2.197 7.920 0.145
H 1.514 3.628 8.902 0.143
H 0.209 3.653 6.164 0.172
C -1.619 4.731 -1.597 0.031
N -1.217 4.226 -0.298 -0.463
O -0.008 4.256 -0.068 0.052
O -2.005 3.602 0.387 0.063
H -2.278 5.553 -1.321 0.109
H -2.141 3.871 -2.017 0.106
H -0.743 4.987 -2.192 0.102
C -2.303 -2.718 2.076 0.050
N -2.041 -2.023 3.392 -0.445
O -0.884 -2.305 3.787 0.017
O -2.818 -1.239 3.860 0.083
H -2.062 -3.733 2.393 0.099
H -1.634 -2.179 1.406 0.105
H -3.355 -2.577 1.827 0.092
C 2.273 0.040 -4.242 0.037
N 3.088 -0.947 -3.528 -0.471
O 2.557 -1.554 -2.668 0.090
O 4.307 -1.075 -3.738 0.037
H 2.646 0.019 -5.266 0.096
H 2.554 0.967 -3.741 0.111
H 1.219 -0.225 -4.325 0.101
```

The value obtained for the total energy is -44041.3498 eV. The energy above the lowest of the compared OMol25 structures with the same formula, charge and spin comes out at 46.29 kcal per mole. The value obtained for the gap between HOMO and LUMO is 10.828 eV.